{
  "formula": "C27H40BCl2F2N7O7PS",
  "method": "ωB97M-V with the def2-TZVPD basis set",
  "elements": ["C", "C", "C", "C", "Cl", "C", "C", "C", "C", "C", "F", "N", "C", "S", "O", "C", "Cl", "O", "C", "N", "C", "F", "C", "C", "C", "C", "O", "N", "B", "O", "O", "C", "C", "P", "O", "O", "H", "H", "H", "H", "H", "H", "H", "H", "H", "H", "H", "H", "H", "H", "H", "H", "H", "H", "H", "H", "H", "H", "H", "H", "H", "H", "H", "H", "C", "C", "N", "H", "H", "H", "C", "C", "N", "H", "H", "H", "C", "C", "N", "H", "H", "H", "C", "C", "N", "H", "H", "H"],
  "coordinates": [[-0.33268, -1.55990, -0.22653], [-0.61122, -0.41125, -0.37953], [-0.80847, 1.07456, -0.42473], [-1.69628, 1.29256, -1.71705], [-1.99546, -0.22153, -2.69882], [-3.10318, 1.91916, -1.62509], [-4.27875, 1.02265, -1.16668], [-1.49840, 1.28859, 1.01115], [-2.34722, 2.53933, 1.29141], [-2.57186, 2.88968, 2.77804], [-2.04799, 4.14369, 3.06785], [-2.46167, 0.16120, 1.17162], [-2.50069, -0.38776, 2.25308], [-2.92027, -0.93466, 3.65326], [-0.54903, 1.02040, 2.06944], [0.58944, 1.78485, 2.04200], [1.53411, 1.26624, 3.48078], [0.36120, 3.18595, 2.19397], [1.06191, 3.84191, 3.09016], [1.78251, 4.65145, 3.47404], [1.39204, 1.49251, 0.73287], [2.38584, 2.45704, 0.83189], [2.19579, 0.17606, 0.74515], [3.73224, 0.35887, 0.67185], [4.40372, -1.02070, 0.46265], [4.02987, -2.04619, 1.52150], [4.14194, -1.49914, 2.83231], [0.56081, 1.75660, -0.48586], [1.41987, 1.43002, -1.74327], [2.59432, 2.14623, -1.88611], [1.13941, 0.45778, -2.61333], [1.40369, 0.74270, -4.01364], [0.61834, -0.24412, -4.87413], [0.11250, 3.57912, -0.80564], [0.33726, 3.81632, -2.41496], [1.07307, 4.65526, -0.10892], [-0.18490, -2.61576, -0.23148], [-1.20485, 1.87246, -2.50237], [-3.36324, 2.20022, -2.64960], [-3.12714, 2.87839, -1.10274], [-5.03691, 0.94912, -1.94778], [-4.79426, 1.46611, -0.30702], [-4.00422, 0.01131, -0.87661], [-2.05471, 3.46812, 0.80481], [-3.35263, 2.32573, 0.93019], [-2.21471, 2.13340, 3.47786], [-3.64342, 2.99032, 2.97246], [1.95988, -0.54511, -0.04339], [2.04205, -0.40928, 1.65339], [4.13381, 0.80127, 1.58328], [4.02271, 0.94723, -0.20024], [5.48509, -0.88502, 0.38451], [4.05423, -1.39471, -0.50699], [2.98601, -2.35249, 1.35408], [4.65154, -2.93631, 1.36534], [4.09253, -2.25030, 3.42973], [2.54022, 2.80817, -2.58566], [1.24248, 1.78624, -4.29662], [2.46476, 0.52419, -4.18068], [0.67148, -1.24939, -4.45563], [1.12197, -0.29492, -5.84393], [-0.41120, 0.08768, -4.99061], [0.74511, 4.69679, -2.53357], [2.01427, 4.56550, -0.34723], [1.60820, -5.91399, -1.04984], [2.09277, -4.53886, -1.17534], [2.47411, -3.46283, -1.27437], [2.11132, -6.40972, -0.22238], [0.53474, -5.91184, -0.86610], [1.81071, -6.46355, -1.96673], [0.82496, -9.21121, 1.49871], [1.47285, -9.44541, 0.20709], [1.97908, -9.62266, -0.80444], [0.84750, -10.12236, 2.09280], [1.34739, -8.42291, 2.03749], [-0.21015, -8.91273, 1.34395], [-5.20636, -4.16684, 1.83834], [-4.02987, -4.30385, 0.97544], [-3.10903, -4.40846, 0.30248], [-5.75232, -3.26220, 1.57818], [-5.86047, -5.02655, 1.70845], [-4.89738, -4.10864, 2.88008], [-1.22285, 7.70886, 0.47235], [-0.57649, 7.24523, -0.75427], [-0.06566, 6.87944, -1.71134], [-1.31513, 6.88219, 1.17626], [-0.62705, 8.49815, 0.92616], [-2.21352, 8.09626, 0.24283]],
  "charge": 1
}

{
  "formula": "C27H40BF4MgN4O2S2Si",
  "method": "ωB97M-V with the def2-TZVPD basis set",
  "elements": ["Mg", "N", "C", "C", "N", "C", "C", "H", "H", "H", "H", "H", "H", "H", "H", "H", "H", "H", "C", "N", "C", "S", "N", "C", "H", "H", "H", "H", "H", "H", "H", "H", "F", "B", "F", "F", "F", "O", "Si", "C", "C", "C", "C", "C", "C", "C", "C", "C", "C", "C", "C", "C", "C", "C", "C", "C", "C", "H", "H", "H", "H", "H", "H", "H", "H", "H", "H", "H", "H", "H", "H", "H", "C", "S", "C", "O", "H", "H", "H", "H", "H", "H"],
  "coordinates": [[-0.04786, -0.34006, 0.09012], [2.79131, -3.44416, 1.97468], [2.80283, -2.20952, 2.79110], [1.92565, -1.17943, 2.07077], [0.59307, -1.65493, 1.74391], [0.52165, -3.01508, 1.23033], [1.41854, -4.00124, 1.97193], [3.48172, -4.12546, 2.30034], [3.02308, -3.18805, 0.98876], [3.82183, -1.82368, 2.87107], [2.42122, -2.43540, 3.79240], [2.44323, -0.89036, 1.16092], [1.83207, -0.28388, 2.68644], [-0.00986, -1.57351, 2.55953], [0.78190, -3.02230, 0.17365], [-0.51465, -3.34441, 1.30379], [1.40920, -4.95465, 1.44615], [1.10132, -4.15247, 3.00646], [-2.36384, 3.85529, -0.70490], [-2.26575, 3.12969, 0.54599], [-2.17596, 1.78620, 0.61557], [-1.20582, 1.12375, 1.84103], [-2.87648, 0.98765, -0.16337], [-4.00622, 1.32243, -0.99590], [-1.59369, 4.62475, -0.73544], [-3.33511, 4.33696, -0.81981], [-2.20158, 3.17479, -1.53918], [-1.83836, 3.62103, 1.31654], [-2.54943, 0.00581, -0.20618], [-4.44229, 2.27168, -0.69602], [-4.75153, 0.53965, -0.86450], [-3.73012, 1.34788, -2.05080], [2.92038, -1.41466, -2.61740], [2.75419, -1.36068, -1.29889], [3.10892, -2.54159, -0.63505], [3.43628, -0.32626, -0.68579], [1.35604, -1.16294, -0.95484], [-1.50272, -1.27852, -0.41639], [-2.32152, -2.59206, -0.83083], [-3.86727, -2.12960, -1.83214], [-5.14785, -2.32253, -1.31885], [-6.27223, -1.99830, -2.05823], [-6.13109, -1.46596, -3.32837], [-4.86597, -1.26061, -3.85260], [-3.74763, -1.59056, -3.10913], [-1.14419, -3.73271, -1.78624], [-0.42808, -3.19932, -2.85452], [0.40603, -3.98735, -3.62583], [0.55002, -5.33219, -3.32767], [-0.12792, -5.87697, -2.25035], [-0.97180, -5.08182, -1.49473], [-2.93226, -3.41432, 0.77304], [-2.73144, -2.78428, 1.99730], [-3.13690, -3.36789, 3.18439], [-3.74398, -4.61221, 3.17106], [-3.99420, -5.23651, 1.96102], [-3.60749, -4.63058, 0.77771], [-5.26210, -2.72554, -0.32150], [-7.25857, -2.15906, -1.64579], [-7.00517, -1.20683, -3.90595], [-4.75684, -0.84502, -4.84360], [-2.76027, -1.42994, -3.51617], [-0.53199, -2.14719, -3.08003], [0.93601, -3.55889, -4.46370], [1.18832, -5.95463, -3.93461], [-0.00903, -6.92528, -2.01018], [-1.51701, -5.51944, -0.67038], [-2.25778, -1.80928, 2.00345], [-2.99111, -2.85350, 4.12317], [-4.02238, -5.08479, 4.10040], [-4.49693, -6.19260, 1.94346], [-3.84011, -5.10204, -0.16507], [2.66831, 2.75601, -1.35813], [1.86348, 1.82515, -0.02162], [1.40018, 3.28121, 0.98379], [0.57002, 1.36945, -0.62250], [1.91845, 3.33360, -1.88635], [3.11780, 2.02956, -2.02475], [3.43607, 3.39472, -0.93571], [2.29629, 3.61984, 1.48970], [0.67040, 2.94522, 1.71568], [0.97847, 4.06480, 0.36588]],
  "relative_energy_kcal_mol": 20.4,
  "charge": 1
}

{
  "formula": "C27H40BeFKN2O19PS2",
  "method": "ωB97M-V with the def2-TZVPD basis set",
  "elements": ["C", "C", "C", "C", "C", "S", "C", "O", "C", "C", "C", "C", "C", "P", "O", "O", "O", "C", "C", "C", "F", "C", "O", "H", "H", "H", "H", "H", "H", "H", "H", "H", "H", "H", "H", "C", "C", "O", "S", "O", "O", "O", "H", "H", "H", "H", "C", "O", "H", "H", "H", "Be", "N", "C", "C", "C", "C", "H", "H", "H", "H", "H", "O", "H", "H", "N", "O", "O", "O", "O", "H", "H", "H", "C", "O", "H", "H", "H", "C", "C", "O", "C", "O", "O", "C", "H", "H", "H", "H", "H", "H", "H", "H", "K"],
  "coordinates": [[-0.98455, 2.44481, 5.78298], [-1.23286, 1.29601, 6.04856], [-1.46668, -0.18344, 6.30259], [-0.71912, -0.97474, 5.16885], [0.61758, -1.02745, 5.09424], [1.72891, -0.17626, 6.23443], [1.30964, -1.86649, 3.97700], [2.29541, -2.50891, 4.20434], [0.59940, -1.83117, 2.61562], [-0.83146, -1.78318, 2.68842], [-1.56308, -1.78045, 1.48940], [-0.88377, -1.81505, 0.25135], [0.54298, -1.83989, 0.15465], [1.23355, -1.87972, -1.52841], [2.57610, -1.30019, -1.66797], [0.23551, -0.96230, -2.46464], [1.09318, -3.39745, -2.13290], [1.28572, -1.85303, 1.36279], [2.83363, -1.92207, 1.37116], [3.37556, -3.38708, 1.45368], [4.41096, -3.37084, 2.42423], [-1.51823, -1.72966, 4.08328], [-2.59990, -2.20715, 4.29459], [-0.41784, 3.27417, 5.36692], [-2.55012, -0.39511, 6.31027], [-1.05876, -0.46905, 7.29448], [2.37666, 0.70360, 5.38850], [-2.66376, -1.75781, 1.49586], [-1.54273, -1.83596, -0.63337], [-0.68816, -1.09967, -2.19501], [0.82052, -3.29035, -3.06051], [3.32764, -1.33727, 0.57695], [3.15535, -1.45703, 2.32818], [2.61906, -4.08975, 1.84705], [3.84593, -3.72277, 0.51285], [0.28834, 2.92234, -6.35593], [-0.46638, 3.34043, -5.10920], [-1.00637, 2.12358, -4.58803], [-0.00343, 0.91019, -4.91258], [0.79351, 0.66020, -3.77157], [-0.74659, -0.12515, -5.54581], [0.89401, 1.66884, -6.02006], [-0.39199, 2.75879, -7.19470], [1.04752, 3.64661, -6.64327], [-1.25976, 4.05247, -5.32170], [0.20561, 3.76150, -4.35735], [2.39822, 1.68999, 1.32302], [2.32309, 1.26095, 2.56294], [1.59778, 2.38736, 0.97681], [3.31440, 2.26392, 1.03855], [2.35980, 0.92384, 0.51550], [1.07287, -1.36223, 8.44472], [-1.59101, 6.84527, 3.34575], [-2.90374, 6.46852, 3.29273], [-2.94782, 5.13946, 2.96674], [-1.60805, 4.68910, 2.82089], [-0.79567, 5.76706, 3.06361], [-1.26148, 7.76894, 3.55818], [-3.69078, 7.17739, 3.49007], [-3.84304, 4.55131, 2.84712], [-1.27858, 3.69355, 2.56681], [0.27800, 5.86022, 3.05801], [4.61339, 0.22972, -3.34939], [4.09927, -0.27568, -2.70321], [3.96524, 0.46733, -4.02033], [-0.45748, 3.42270, -0.46586], [0.75601, 3.78651, -0.50259], [-1.32841, 4.13092, -0.97058], [-0.75361, 2.35101, 0.07842], [3.66002, 4.62348, -1.70727], [4.04751, 3.99862, -2.35491], [4.21418, 4.69442, -0.90373], [2.73499, 4.36956, -1.47802], [7.49592, -3.75334, 1.18331], [8.76441, -4.04243, 1.28634], [7.22942, -2.86949, 0.55657], [6.82899, -4.54268, 0.78152], [6.96649, -3.49047, 2.14005], [-6.19622, -4.61022, -2.84599], [-5.53585, -3.43370, -2.15095], [-4.17137, -3.32511, -2.52063], [-3.95123, -2.80403, -3.74458], [-4.80332, -2.43485, -4.50827], [-2.64530, -2.79563, -3.95645], [-2.25521, -2.35148, -5.26906], [-5.63544, -5.53124, -2.66118], [-7.20446, -4.73702, -2.49753], [-6.22446, -4.46828, -3.92787], [-5.55379, -3.58890, -1.06976], [-6.06412, -2.49827, -2.35089], [-2.68360, -1.38207, -5.49873], [-2.55012, -3.08982, -6.01607], [-1.17686, -2.26287, -5.27472], [-8.52575, -5.09849, -1.76926]],
  "relative_energy_kcal_mol": 47.8,
  "charge": 1
}

| no. | Kohn-Sham gap (eV) | highest occupied orbital energy (Ha) | strongest force on any atom (eV/Å) |
| --- | --- | --- | --- |
| 1 | 9.56 | -0.442 | 4.17 |
| 2 | 8.47 | -0.401 | 2.57 |
| 3 | 1.74 | -0.302 | 6.52 |